# 1
Molecular formula: C3H12NO2S2
Method: DFT, ωB97M-V/def2-TZVPD

The electronic energy is -1122.82090 Ha. As for the energy relative to the best compared isomer or geometry (same formula, charge and spin): 37.6 kcal per mole. The LUMO energy is -3.08 eV. The value obtained for the HOMO-LUMO gap is 9.1272 eV.

```
! wB97M-V def2-TZVPD RIJCOSX def2/J DEFGRID3
* xyz 1 1
S 3.153 -0.774 2.048
S 2.042 0.935 1.566
O -2.749 -0.541 1.883
O -1.399 -0.065 -2.259
N -0.200 -0.994 0.300
C -0.032 0.431 -0.297
C 1.433 0.867 -0.059
C -0.245 0.521 -1.864
H -1.069 -0.813 0.991
H -3.464 0.043 1.539
H 0.576 -0.055 -2.367
H -0.839 0.969 0.269
H 1.725 1.794 -0.621
H -0.258 1.595 -2.128
H 0.743 -1.330 0.800
H 3.787 -1.024 0.995
H 2.117 0.080 -0.542
H -2.071 0.678 -2.580
H -0.440 -1.701 -0.463
H -2.810 -0.614 2.790
*
```


# 2
Molecular formula: C3H12NO3
Method: DFT, ωB97M-V/def2-TZVPD

The electronic energy is -401.95786 Ha. As for the energy relative to the best compared isomer or geometry (same formula, charge and spin): 36.3 kcal per mole. The LUMO energy is 4.14 eV. The value obtained for the HOMO-LUMO gap is 7.8312 eV.

```
! wB97M-V def2-TZVPD RIJCOSX def2/J DEFGRID3
* xyz -1 1
O -2.661 0.723 -0.141
O -1.003 -3.254 -0.655
O -0.519 -0.624 0.173
N 0.831 1.139 -1.111
C 0.968 1.235 0.356
C 2.433 1.428 0.724
C 0.531 -0.247 0.895
H 1.380 -0.957 0.608
H -1.800 -3.132 -1.154
H -2.212 0.195 0.571
H 0.514 -0.064 2.008
H 2.886 0.472 0.528
H -2.339 0.605 -0.992
H 0.280 0.164 -1.255
H 0.125 1.813 -1.388
H 2.798 1.861 1.614
H 2.831 2.160 0.031
H 0.379 2.066 0.629
H -0.787 -2.414 -0.283
*
```


# 3
Molecular formula: C3H12NO3
Method: DFT, ωB97M-V/def2-TZVPD

The electronic energy is -401.80347 Ha. As for the energy relative to the best compared isomer or geometry (same formula, charge and spin): 42.4 kcal per mole. The LUMO energy (alpha / beta) is 0.01 / -0.11 eV. The value obtained for the HOMO-LUMO gap (alpha / beta) is 3.1928 / 6.8199 eV.

```
! wB97M-V def2-TZVPD RIJCOSX def2/J DEFGRID3
* xyz 0 2
O -3.105 -3.812 -2.466
O 1.968 -0.408 1.721
O -1.683 1.953 1.656
N -0.140 -0.247 -0.794
C 1.018 0.813 -0.908
C 1.319 1.425 0.424
C 2.376 0.575 1.037
H -2.006 1.914 2.578
H 0.668 1.568 -1.652
H 1.856 0.223 -1.294
H -3.901 -4.304 -2.305
H 0.144 -1.009 -0.161
H -1.873 2.904 1.601
H -0.679 -0.635 -1.572
H 0.379 1.495 1.063
H -3.092 -3.337 -3.316
H 3.388 0.738 0.648
H -0.873 0.294 -0.319
H 1.477 2.494 0.378
*
```


# 4
Molecular formula: C3H12NO3S
Method: DFT, ωB97M-V/def2-TZVPD

The electronic energy is -800.14133 Ha. As for the energy relative to the best compared isomer or geometry (same formula, charge and spin): 36.8 kcal per mole. The LUMO energy is 3.29 eV. The value obtained for the HOMO-LUMO gap is 7.5491 eV.

```
! wB97M-V def2-TZVPD RIJCOSX def2/J DEFGRID3
* xyz -1 1
S -0.951 3.402 -0.513
O -1.624 -2.752 -1.296
O -0.760 -1.821 1.023
O 1.603 -1.225 0.481
N -0.194 0.967 1.345
C 0.222 1.778 -1.000
C 1.497 -0.064 -0.155
C 0.036 0.586 -0.127
H -0.858 -0.029 -0.520
H -0.943 -2.735 1.359
H -0.722 0.219 1.717
H 0.610 1.059 1.824
H 1.915 -0.147 -1.197
H 0.325 -1.547 0.817
H -0.177 1.569 -2.002
H 2.254 0.655 0.305
H 1.234 2.130 -1.155
H -0.789 -3.083 -1.388
H -1.492 -2.150 -0.407
H -1.187 3.190 0.888
*
```


Question: Which of these has the highest energy relative to the best compared isomer or geometry (same formula, charge and spin)?
Answer: number 3